No. 1
C43H34ClN5O2PSr as an isolated structure in a non-equilibrium geometry, computed with wB97M-V/def2-TZVPD.

Its spin multiplicity is 1. Its charge is -1.

The geometry in XYZ format:
```
87
Properties=species:S:1:pos:R:3:forces:R:3
Sr -0.579 0.663 1.499 -0.7473 -1.2128 -0.6417
O 3.227 0.615 3.952 0.0355 0.0306 0.0389
C 2.208 0.432 3.274 0.0678 -0.3188 0.0001
N 1.216 1.259 2.960 0.1971 0.3232 0.1112
C 1.123 2.583 3.467 -0.0903 -0.0730 -0.1919
C 1.852 3.029 4.570 0.0295 0.0432 0.0173
C 1.674 4.303 5.090 0.0760 -0.0380 0.0611
C 0.762 5.166 4.514 -0.0733 0.0679 -0.0397
C 0.028 4.752 3.412 0.0745 0.1113 0.0083
C 0.182 3.482 2.867 0.0131 -0.2432 -0.1120
N -0.658 3.024 1.813 0.3483 0.3022 0.1948
C -1.126 3.844 0.882 -0.2938 -0.0093 -0.1415
O -0.878 5.038 0.665 0.0046 0.0492 -0.0440
C -2.184 3.214 -0.069 0.3007 0.0472 0.2910
C -3.038 4.091 -0.724 -0.0570 -0.0333 -0.0660
C -4.003 3.584 -1.576 0.0252 0.0243 0.0235
C -4.071 2.214 -1.774 0.0176 -0.0415 0.0185
C -3.172 1.409 -1.096 -0.0214 -0.0770 -0.0847
N -2.258 1.886 -0.254 0.2374 0.2885 0.2852
C 2.073 -1.020 2.715 -0.0039 0.6135 0.2085
C 2.924 -1.980 3.252 0.0460 -0.1059 -0.1415
C 2.859 -3.275 2.770 0.0132 0.0011 0.0344
C 1.951 -3.580 1.765 -0.0658 0.0360 -0.0510
C 1.133 -2.567 1.297 0.0386 -0.0792 0.0164
N 1.188 -1.318 1.759 0.0009 0.1793 0.2417
H 2.570 2.354 5.006 0.0005 0.0253 0.0268
H 2.258 4.613 5.949 0.0005 0.0054 0.0045
H 0.617 6.164 4.910 0.0021 0.0026 0.0082
H -0.674 5.425 2.943 -0.0132 0.0012 0.0074
H -2.903 5.148 -0.546 -0.0201 0.0103 -0.0054
H -4.688 4.250 -2.087 -0.0071 -0.0006 -0.0057
H -4.798 1.767 -2.438 -0.0042 0.0166 -0.0145
H -3.172 0.332 -1.238 -0.0338 0.0261 -0.0070
H 3.618 -1.666 4.017 0.0026 -0.0138 -0.0053
H 3.510 -4.042 3.172 0.0002 -0.0099 -0.0027
H 1.858 -4.576 1.355 0.0267 -0.0147 0.0083
H 0.397 -2.763 0.524 0.0198 -0.0233 -0.0035
N -1.710 -1.888 -1.114 0.0748 0.0477 0.0335
C -0.868 -2.496 -2.032 -0.1187 -0.0910 0.0487
C -1.242 -3.731 -2.578 0.0321 0.0313 -0.0088
C -0.461 -4.336 -3.541 0.0096 0.0108 -0.0101
C 0.711 -3.730 -3.987 -0.0290 -0.0373 -0.0018
C 1.091 -2.522 -3.436 0.0180 0.0663 0.0373
C 0.324 -1.888 -2.455 0.2114 -0.1335 -0.1267
P 0.891 -0.386 -1.604 -0.4726 0.2442 0.3092
C 2.673 -0.321 -1.926 0.1136 -0.0337 0.0518
C 3.235 0.285 -3.045 -0.0080 0.0371 -0.0475
C 4.612 0.312 -3.208 0.0007 0.0113 -0.0335
C 5.437 -0.268 -2.255 0.0536 -0.0300 0.0476
C 4.885 -0.869 -1.132 -0.0230 0.0031 -0.0135
C 3.509 -0.888 -0.964 0.0450 0.0334 -0.0638
C 0.205 0.986 -2.587 0.1183 0.0502 -0.1158
C -0.576 0.811 -3.723 -0.0351 -0.0690 -0.0146
C -1.157 1.907 -4.349 0.0201 -0.0050 0.0123
C -0.954 3.183 -3.849 -0.0069 0.0575 0.0015
C -0.164 3.371 -2.721 -0.0271 -0.0097 -0.0147
C 0.405 2.277 -2.094 0.0232 0.0103 0.0261
H -2.264 -2.508 -0.531 -0.0150 0.0135 -0.0611
H -1.259 -1.175 -0.559 -0.0154 -0.0018 -0.0356
H -2.145 -4.209 -2.219 -0.0081 -0.0105 0.0040
H -0.766 -5.294 -3.942 0.0024 -0.0188 -0.0125
H 1.327 -4.204 -4.740 -0.0037 -0.0084 -0.0078
H 2.017 -2.056 -3.751 0.0128 -0.0240 -0.0195
H 2.593 0.749 -3.785 -0.0057 -0.0047 0.0041
H 5.042 0.791 -4.079 0.0028 0.0042 -0.0043
H 6.512 -0.238 -2.380 0.0041 -0.0024 -0.0058
H 5.521 -1.306 -0.374 0.0285 0.0060 -0.0051
H 3.082 -1.331 -0.074 -0.0087 -0.0151 0.0048
H -0.748 -0.187 -4.110 0.0075 -0.0077 0.0049
H -1.778 1.756 -5.223 -0.0151 0.0062 -0.0231
H -1.422 4.034 -4.326 -0.0080 0.0052 -0.0087
H -0.026 4.358 -2.298 0.0024 0.0180 -0.0070
H 0.990 2.435 -1.193 0.0089 -0.0275 0.0141
Cl -2.927 -5.966 0.230 -0.0064 -0.0256 0.0045
C -2.840 -4.436 1.083 -0.0536 0.0043 -0.0124
C -3.783 -3.444 0.838 -0.0258 -0.0885 0.0365
C -3.693 -2.229 1.487 -0.0839 0.0400 0.0177
C -2.666 -1.925 2.429 0.0725 0.0064 -0.2445
C -2.514 -0.629 2.968 -0.2138 0.0834 0.0637
C -1.773 -3.004 2.690 0.0600 -0.0022 0.0635
C -1.849 -4.212 2.030 0.0020 -0.0396 -0.0100
H -4.585 -3.624 0.132 0.0030 -0.0134 -0.0141
H -4.436 -1.469 1.269 0.0073 0.0188 0.0113
H -2.003 -0.515 3.922 0.0753 -0.0899 -0.0035
H -3.379 0.022 2.851 0.0303 0.0609 0.0748
H -0.978 -2.859 3.414 -0.0050 0.0224 0.0136
H -1.127 -4.990 2.247 0.0016 -0.0137 -0.0078
```
Positions in Å, forces in eV/Å.

No. 2
C43H34F3HfNP2Se3Te as an isolated structure in a non-equilibrium geometry, computed with wB97M-V/def2-TZVPD.

Its spin multiplicity is 1.

The geometry in XYZ format:
```
88
Properties=species:S:1:pos:R:3:forces:R:3
Hf 0.552 -1.395 2.597 -0.4814 -0.2683 -0.0245
Se -1.141 -1.976 4.589 0.2672 0.2139 0.1998
Se 1.051 -1.598 5.333 0.4790 0.3417 0.5983
Te 3.376 -1.520 3.840 0.1216 -0.6356 0.3859
Se 2.916 -1.909 1.448 0.6933 0.0049 -0.1042
C 1.905 2.316 -0.866 0.5032 -1.2981 0.9653
C 1.030 1.576 -1.887 0.8642 0.3268 1.4756
P 1.217 -0.243 -1.719 -0.6456 0.1130 -1.1082
C 2.807 -0.489 -2.618 -0.9933 -1.0144 -0.5436
C 3.149 -1.836 -2.899 0.5616 0.1677 0.8886
C 4.511 -2.098 -3.105 -1.0521 -2.0153 -1.1850
C 5.449 -1.130 -3.396 0.0346 0.6131 -0.2361
C 5.008 0.169 -3.412 -1.3167 0.5709 1.2573
C 3.687 0.488 -2.995 1.1438 1.6517 -0.4188
C 0.065 -0.704 -3.095 -0.5593 -1.8693 0.3789
C -0.597 -1.951 -2.922 0.1958 -0.2333 -0.0508
C -1.171 -2.664 -3.993 -0.1723 0.0813 0.4113
C -1.246 -2.059 -5.237 0.1283 0.8186 0.5585
C -0.840 -0.715 -5.310 0.4267 -0.1386 -1.2879
C -0.089 -0.096 -4.344 0.6399 0.8828 1.3158
P 1.292 2.014 0.891 0.1607 -1.0590 -0.1496
C 0.189 3.357 1.070 -0.7867 1.2995 0.5368
C -0.270 4.076 -0.041 -1.3804 0.5156 0.6423
C -0.787 5.386 0.166 0.5093 -1.4057 -0.3439
C -0.766 5.953 1.422 0.7872 -1.6140 0.5677
C -0.366 5.177 2.536 -0.0421 0.1683 0.2082
C 0.005 3.846 2.381 0.4187 0.4383 -0.5666
C 2.769 2.325 1.875 1.0485 1.3128 -0.0335
C 3.780 3.182 1.282 -1.9208 -1.6992 0.2557
C 5.018 3.239 1.834 1.0754 -1.5073 0.2056
C 5.285 2.518 3.019 0.1535 1.3843 -0.7519
C 4.270 1.937 3.704 -0.5641 -0.4949 1.5695
C 3.009 1.793 3.138 -1.1091 -0.0179 -0.4936
H 1.976 3.393 -0.950 -0.7171 0.3352 -0.2115
H 2.990 2.059 -0.940 -0.9893 -0.6061 0.1667
H 1.387 1.892 -2.812 0.4332 0.4145 -1.9436
H 0.001 1.875 -1.845 -0.6087 -0.1320 0.2269
H 2.345 -2.627 -2.894 1.2121 0.7584 0.3604
H 4.842 -3.133 -3.236 -0.3152 0.2240 0.1673
H 6.456 -1.387 -3.720 -0.1801 -0.0042 0.4243
H 5.654 1.010 -3.452 0.7382 0.4667 -0.7985
H 3.416 1.594 -3.028 0.3452 -1.6320 0.3800
H -0.640 -2.453 -1.947 0.3221 0.5021 -0.3414
H -1.601 -3.668 -3.825 0.4307 0.6421 -0.0961
H -1.591 -2.595 -6.110 -0.2895 0.1603 0.0268
H -0.960 -0.118 -6.202 -0.1754 -0.3534 -0.4460
H 0.410 0.889 -4.511 -0.6802 -0.8884 -0.1332
H -0.468 3.519 -0.975 0.7236 0.9036 0.3473
H -1.134 5.960 -0.677 -0.1774 0.0094 -0.1456
H -1.052 6.959 1.512 -0.2850 1.1422 0.3839
H -0.230 5.602 3.542 -0.5928 -0.0166 -0.5540
H 0.257 3.211 3.245 0.0818 0.5097 -0.4605
H 3.546 3.593 0.317 0.3543 0.3922 -0.0572
H 5.871 3.505 1.230 0.0102 0.8620 0.0643
H 6.285 2.522 3.402 0.3310 -0.0355 0.2256
H 4.424 1.578 4.733 0.0410 -0.0945 -0.6737
H 2.210 1.233 3.661 0.6666 0.4178 -0.3628
F -7.384 0.288 1.248 1.8859 -0.2854 -1.5066
C -6.398 -0.091 0.314 -1.6335 0.1500 -0.0277
F -6.671 0.630 -0.873 0.3101 -1.2886 2.0282
F -6.623 -1.406 0.073 -0.2019 0.9375 -0.2842
C -4.975 0.070 0.749 1.6139 1.4333 0.3854
C -3.985 -0.221 -0.213 -0.3361 -0.7358 1.5302
C -2.623 -0.118 0.164 -1.3845 -0.0167 -1.6703
C -2.165 0.292 1.377 -1.0417 0.2538 1.8693
C -3.197 0.620 2.340 0.6772 0.5520 -0.0596
C -4.551 0.600 2.036 -1.2021 -1.2325 -1.3035
C -0.749 0.074 1.757 -0.3735 1.0669 -0.7909
C 0.503 0.542 1.550 -0.2047 -0.3064 -0.1609
H -4.262 -0.763 -1.140 0.2543 0.8255 0.4776
H -1.939 -0.369 -0.602 0.8911 -0.4289 -0.6306
H -2.893 0.976 3.329 -0.0708 -0.2722 -0.2859
H -5.374 0.821 2.765 1.2144 -0.0244 -0.6142
C 0.075 -3.501 1.893 -0.7942 -0.0628 2.5817
C -1.294 -3.947 1.590 0.3344 0.5438 -1.8649
C -2.303 -4.285 2.502 1.6390 0.3007 1.5397
C -3.581 -4.458 2.080 -1.6494 0.0931 -0.7956
C -3.886 -4.433 0.717 0.9121 -0.9861 -0.0718
C -2.852 -4.359 -0.233 -0.1141 1.2540 0.6435
C -1.589 -3.953 0.196 -1.5112 -1.2712 0.7363
C -5.209 -4.724 0.284 -2.2696 0.0973 -1.6354
N -6.251 -4.864 -0.229 1.8432 0.0640 1.1888
H 0.769 -3.725 1.121 0.6465 -0.6309 -0.4601
H 0.373 -3.901 2.949 0.1033 0.4186 -1.6850
H -1.999 -4.333 3.579 -0.6107 -0.0310 -1.1353
H -4.474 -4.594 2.686 0.5845 -0.0906 0.5765
H -3.118 -4.467 -1.271 0.1501 0.0224 -0.2410
H -0.833 -3.782 -0.543 0.4696 0.0389 -0.0059
```
Positions in Å, forces in eV/Å.

No. 3
A 6-piece molecular cluster, C43H34F5N3OS overall in a non-equilibrium geometry, computed with wB97M-V/def2-TZVPD.

The SMILES is N#C[C@@H](CC(=O)c1ccccc1)[C@@H](C#N)N=C=S.Fc1ccccc1.Fc1ccccc1.Fc1ccccc1.Fc1ccccc1.Fc1ccccc1. Its spin multiplicity is 1.

The geometry in XYZ format:
```
87
Properties=species:S:1:pos:R:3:forces:R:3
N -2.832 -0.776 3.484 0.2738 0.0087 -0.1215
C -3.017 0.113 2.782 -0.9890 0.2119 0.3449
C -3.466 1.258 1.965 0.9436 0.2858 -0.3695
C -2.634 2.541 2.283 -0.1247 -0.1245 0.4929
C -1.277 2.188 2.902 0.1990 0.0354 -0.6721
O -1.080 2.335 4.078 0.0149 -0.0458 0.1664
C -0.262 1.605 1.956 -0.5352 0.4928 0.1680
C 0.576 0.583 2.376 0.3713 -0.2460 -0.2079
C 1.487 0.029 1.484 -0.2062 0.2078 -0.3373
C 1.538 0.503 0.181 0.0956 0.1534 -0.3618
C 0.720 1.545 -0.236 -0.1107 0.1421 0.1970
C -0.183 2.105 0.655 0.2380 -0.4342 -0.2731
C -3.399 0.878 0.446 -0.5251 -0.6639 -0.1851
C -2.648 -0.381 0.205 0.2653 0.6698 -0.6223
N -2.056 -1.284 -0.184 -0.0719 -0.1060 0.2686
N -4.774 0.694 -0.115 0.6961 -0.9078 0.4089
C -5.453 -0.202 0.356 -1.1208 0.9699 0.6668
S -6.508 -1.049 1.150 0.5629 -0.0492 -0.5060
H -4.500 1.494 2.216 -0.0455 -0.2810 -0.0493
H -2.542 3.124 1.370 0.0442 0.0571 0.0541
H -3.168 3.138 3.021 0.0236 -0.0511 -0.0142
H 0.534 0.198 3.381 -0.2853 0.1759 0.0755
H 2.151 -0.771 1.774 -0.0856 -0.0188 0.1392
H 2.223 0.085 -0.548 0.0459 -0.1263 0.1675
H 0.768 1.935 -1.244 0.0929 -0.1038 -0.0113
H -0.799 2.918 0.296 -0.0582 0.0474 0.1891
H -2.935 1.660 -0.150 0.1070 0.0167 0.1472
F -0.882 2.289 -3.177 -0.0541 0.0191 0.0608
C -0.017 2.413 -4.208 0.1738 0.0158 -0.2168
C 0.581 3.635 -4.437 -0.0485 0.1699 0.1509
C 1.473 3.755 -5.493 0.0027 -0.1492 -0.0818
C 1.744 2.661 -6.304 0.0246 0.0137 -0.0312
C 1.127 1.442 -6.057 0.0234 0.1243 0.0291
C 0.241 1.311 -4.997 -0.0894 -0.1806 0.0378
H 0.350 4.477 -3.798 -0.0015 -0.0111 0.0004
H 1.955 4.704 -5.681 -0.0165 0.0201 0.0522
H 2.437 2.760 -7.129 0.0006 -0.0060 0.0063
H 1.335 0.590 -6.690 -0.0032 -0.0159 0.0184
H -0.244 0.368 -4.782 -0.0203 0.0232 0.0165
F 2.267 -0.752 4.119 0.2482 -0.1749 0.2837
C 3.365 -1.017 4.860 0.1808 -0.0486 0.1435
C 4.230 0.014 5.165 -0.0240 0.1928 -0.0626
C 5.355 -0.262 5.929 -0.0348 -0.1423 -0.0048
C 5.602 -1.557 6.365 0.0426 0.0083 0.0197
C 4.720 -2.579 6.042 0.0552 0.0980 0.0019
C 3.587 -2.310 5.287 -0.1256 -0.1717 -0.0714
H 4.020 1.014 4.809 -0.0354 -0.0155 0.0038
H 6.039 0.536 6.183 -0.0065 0.0141 -0.0174
H 6.483 -1.768 6.957 -0.0079 -0.0031 0.0011
H 4.912 -3.589 6.378 -0.0366 -0.0069 0.0069
H 2.883 -3.091 5.031 -0.0065 0.0201 -0.0076
F 1.556 7.235 -5.054 -0.0093 -0.0346 0.0197
C 2.099 7.902 -6.094 0.1030 0.1379 -0.1989
C 2.720 9.113 -5.862 0.0176 0.0766 0.1765
C 3.280 9.794 -6.933 -0.0501 -0.1040 -0.0842
C 3.204 9.264 -8.215 0.0255 0.0351 -0.0328
C 2.572 8.046 -8.426 0.0562 0.1002 0.0897
C 2.018 7.354 -7.358 -0.1033 -0.2000 -0.0311
H 2.761 9.512 -4.857 -0.0053 -0.0300 0.0038
H 3.775 10.741 -6.767 -0.0125 0.0048 0.0197
H 3.639 9.800 -9.048 -0.0041 -0.0043 0.0021
H 2.509 7.633 -9.424 -0.0010 -0.0216 0.0085
H 1.528 6.400 -7.503 -0.0347 0.0217 0.0248
F -10.628 -6.650 -0.868 -0.0198 -0.0173 -0.0022
C -9.636 -5.740 -0.789 0.1668 0.1537 0.0109
C -8.376 -6.081 -1.239 0.0480 -0.1596 -0.0717
C -7.360 -5.140 -1.159 -0.1243 0.0679 0.0608
C -7.611 -3.883 -0.626 0.0155 -0.0838 -0.0894
C -8.884 -3.564 -0.176 0.0799 -0.0952 -0.0546
C -9.910 -4.495 -0.260 -0.1621 0.0532 0.0694
H -8.200 -7.069 -1.645 -0.0337 0.0023 0.0000
H -6.368 -5.390 -1.514 -0.0012 -0.0190 0.0048
H -6.816 -3.157 -0.563 0.0196 -0.0087 -0.0101
H -9.083 -2.586 0.243 -0.0259 0.0028 -0.0161
H -10.911 -4.263 0.078 0.0004 -0.0349 0.0011
F 6.499 -7.397 6.000 0.0215 0.0018 0.0167
C 5.397 -7.315 5.229 -0.2080 0.0015 -0.1320
C 4.505 -8.368 5.218 0.0128 -0.1501 0.0987
C 3.369 -8.275 4.426 0.0556 0.1259 -0.0415
C 3.146 -7.143 3.654 -0.0546 -0.0104 -0.0265
C 4.059 -6.097 3.676 -0.0486 -0.1120 0.0558
C 5.192 -6.179 4.473 0.1442 0.1950 -0.0018
H 4.700 -9.244 5.822 0.0176 0.0221 0.0135
H 2.657 -9.089 4.413 0.0147 -0.0154 0.0062
H 2.261 -7.077 3.035 0.0049 0.0037 0.0030
H 3.890 -5.216 3.072 0.0157 0.0136 0.0141
H 5.911 -5.371 4.509 0.0224 -0.0287 -0.0009
```
Positions in Å, forces in eV/Å.

The records above give, respectively, M values of 806.83; 1226.66; 735.82 g mol⁻¹.
The records above give, respectively, DFT total energy values of -2915.7341; -10216.2581; -2795.9156 hartree.